C21H31N5O3 | ωB97M-V/def2-TZVPD

Structure (XYZ):
```
60
Properties=species:S:1:pos:R:3:forces:R:3:mulliken_charge:R:1
C 3.398989 -6.168052 -1.667540 0.178 0.065 0.262 -1.220
C 4.066151 -5.742599 -0.348912 -0.279 0.284 -0.373 -0.831
C 3.733255 -4.297249 0.080694 0.008 -0.726 0.352 0.822
C 4.413301 -3.905981 1.396950 -0.071 0.168 0.033 -1.044
C 3.524646 -2.810871 1.990197 0.493 0.295 0.084 -1.145
C 2.072925 -3.197112 1.630907 0.341 0.258 -0.473 1.625
O 1.551740 -3.991153 2.688404 -0.277 0.307 -0.572 -0.688
C 1.213574 -1.898346 1.433992 -0.561 -0.227 1.101 0.074
O 0.547276 -1.463918 2.376077 0.330 -0.462 -0.309 -0.740
N 1.234540 -1.270228 0.246189 0.238 0.002 -0.696 0.011
C 0.490572 -0.049958 -0.071313 -0.127 0.370 0.257 -0.750
C -1.026197 -0.291079 -0.217275 -0.023 -0.037 -0.484 -1.105
N -1.788616 0.954402 -0.444421 0.071 -0.002 0.677 0.453
C -1.738645 1.552865 -1.669405 0.560 -0.583 -0.297 0.384
O -1.200141 1.014837 -2.640547 -0.293 0.379 0.716 -0.657
C -2.320927 2.934827 -1.847413 -0.401 0.745 -0.196 0.249
C -3.244840 3.163108 -2.884963 0.462 0.066 0.653 -0.641
C -3.760488 4.442209 -3.113416 0.550 0.821 0.820 -0.585
N -3.419814 5.548296 -2.401117 0.176 -0.750 -0.070 -0.660
C -2.510949 5.328337 -1.446992 -0.344 -0.688 -0.532 0.491
C -1.919581 4.079329 -1.121795 -0.514 -0.380 -0.579 0.512
N -1.008525 4.234227 -0.103755 0.203 0.406 0.363 -0.509
C -1.044347 5.512653 0.178847 -0.445 -0.125 -0.408 -0.249
N -1.941977 6.236324 -0.577042 0.349 -0.233 0.279 0.102
C -2.179822 7.669914 -0.519573 -0.166 -0.168 -0.305 -0.828
C -2.670166 1.388241 0.661616 -0.294 0.355 0.518 0.492
C -1.920520 1.574255 1.995015 0.113 -0.243 -0.189 -1.440
C -3.896421 0.470947 0.809382 0.221 -0.060 0.007 -1.423
C 2.227678 -4.063879 0.344686 -0.102 -0.054 -0.173 -1.819
H 3.689762 -7.183313 -1.939402 0.005 -0.001 0.006 0.390
H 2.311231 -6.150655 -1.595004 -0.030 0.036 0.035 0.297
H 3.689675 -5.512096 -2.488726 0.019 0.060 -0.022 0.320
H 3.769238 -6.438048 0.438810 -0.099 0.081 0.139 0.348
H 5.147755 -5.849866 -0.446305 0.093 0.075 -0.017 0.394
H 4.073670 -3.619067 -0.705251 0.003 0.073 -0.082 0.237
H 4.456483 -4.756950 2.080614 -0.090 -0.077 -0.058 0.389
H 5.436205 -3.557924 1.245729 0.020 -0.051 0.014 0.439
H 3.667418 -2.712135 3.067994 -0.287 -0.061 -0.024 0.347
H 3.804599 -1.838517 1.578921 -0.101 0.043 -0.270 0.415
H 1.007934 -3.391959 3.217484 -0.094 0.146 0.118 0.431
H 1.812080 -1.663668 -0.478474 -0.111 0.054 0.018 0.314
H 0.670358 0.707428 0.696568 -0.098 -0.184 0.135 0.231
H 0.884255 0.378025 -0.995345 -0.024 -0.265 -0.015 0.501
H -1.205681 -0.971286 -1.052123 0.082 0.070 -0.082 0.261
H -1.390481 -0.800342 0.675021 -0.053 0.285 0.027 0.528
H -3.553532 2.340644 -3.518567 0.025 0.030 0.073 0.483
H -4.474206 4.603143 -3.910743 -0.028 0.019 0.022 0.409
H -0.444009 6.008864 0.929761 -0.030 -0.091 -0.020 0.425
H -1.694714 8.105064 0.354640 0.011 -0.195 -0.073 0.324
H -1.790254 8.134200 -1.426458 -0.045 0.096 0.085 0.300
H -3.253886 7.853303 -0.463316 0.099 0.024 -0.006 0.312
H -3.081899 2.371608 0.435137 0.235 0.001 -0.396 0.117
H -2.599254 1.920091 2.774449 -0.188 0.025 -0.115 0.468
H -1.483908 0.645324 2.363431 0.073 -0.092 -0.071 0.297
H -1.129689 2.319385 1.905840 -0.003 -0.046 -0.170 0.302
H -4.526671 0.799325 1.636190 0.087 0.132 0.048 0.425
H -4.515087 0.488345 -0.088337 0.107 -0.050 -0.095 0.363
H -3.615993 -0.559859 1.026310 0.057 -0.065 -0.067 0.305
H 1.772851 -3.620602 -0.540116 -0.148 0.159 0.071 0.337
H 1.683081 -5.002807 0.463790 0.117 -0.014 0.327 0.411
```
Forces are in eV/Å.

Summary:
**Molar mass**: 401.5 g mol⁻¹
**Gap between HOMO and LUMO**: 9.38 eV
**Structure (SMILES)**: CC[C@@H]1CC[C@@](O)(C(=O)NCCN(C(=O)c2ccnc3c2ncn3C)C(C)C)C1
**Total charge**: 0
**Electronic energy**: -35874.9452 eV
**Energy relative to the best compared isomer or geometry (same formula, charge and spin)**: 0.456 eV